ORCA calculation (wB97M-V/def2-TZVPD) on a 9-piece molecular cluster, C63H147N9O15 overall.

Summary:
* SMILES string: CC1(C)CCCC(C)(C)N1O.CC1(C)CCCC(C)(C)N1O.CC1(C)CCCC(C)(C)N1O.COCCNCCOC.COCCNCCOC.COCCNCCOC.COCCNCCOC.COCCNCCOC.COCCNCCOC
* F_max: 0.0932 Eh/bohr
* HOMO level: -0.2930 hartree
* energy relative to the best compared isomer or geometry (same formula, charge and spin): 589.7 kJ/mol
* orbital gap: 8.329 eV

Cartesian coordinates (Å):
C  -9.305  0.361  5.462
C  -7.775  0.591  5.193
C  -7.287  1.554  6.312
C  -7.029  -0.690  5.347
C  -7.132  -1.656  4.108
C  -6.799  -0.923  2.742
C  -7.568  0.390  2.566
C  -6.879  1.222  1.439
C  -8.949  0.021  2.004
N  -7.549  1.224  3.813
O  -8.181  2.455  3.632
H  -9.640  -0.180  6.347
H  -9.955  1.210  5.252
H  -9.659  -0.396  4.762
H  -6.203  1.593  6.420
H  -7.694  2.518  6.007
H  -7.652  1.343  7.317
H  -5.974  -0.459  5.501
H  -7.397  -1.221  6.225
H  -6.354  -2.411  4.218
H  -8.065  -2.219  4.080
H  -7.183  -1.671  2.049
H  -5.747  -0.768  2.501
H  -5.919  1.500  1.873
H  -7.381  2.138  1.127
H  -6.651  0.525  0.632
H  -8.802  -0.223  0.952
H  -9.555  0.915  1.856
H  -9.502  -0.798  2.464
H  -7.588  3.100  4.024
C  0.156  0.299  3.716
C  0.996  -0.471  2.741
C  2.520  -0.416  3.224
C  0.422  -1.860  2.700
C  1.026  -2.711  1.489
C  0.661  -1.981  0.224
C  1.097  -0.445  0.153
C  2.611  -0.450  -0.017
C  0.345  0.168  -1.056
N  0.791  0.247  1.447
O  0.856  1.603  1.440
H  -0.877  0.347  3.371
H  0.076  -0.278  4.637
H  0.560  1.303  3.848
H  3.052  0.471  2.880
H  2.625  -0.467  4.308
H  3.134  -1.246  2.874
H  0.663  -2.278  3.677
H  -0.651  -1.764  2.535
H  2.110  -2.778  1.400
H  0.787  -3.771  1.411
H  -0.396  -2.007  -0.040
H  1.036  -2.547  -0.629
H  3.234  -0.967  0.714
H  2.975  0.577  0.018
H  2.871  -0.773  -1.025
H  0.540  -0.141  -2.083
H  0.609  1.225  -1.079
H  -0.730  0.087  -0.894
H  1.796  1.721  1.596
C  12.239  1.622  -5.410
C  10.714  1.852  -5.193
C  10.297  1.016  -3.949
C  10.530  3.367  -4.939
C  9.104  3.901  -5.073
C  8.430  3.346  -6.284
C  8.625  1.820  -6.664
C  7.574  0.963  -5.948
C  8.458  1.657  -8.181
N  10.035  1.392  -6.423
O  10.277  0.038  -6.674
H  12.559  0.585  -5.305
H  12.621  2.063  -6.331
H  12.760  2.158  -4.617
H  10.445  -0.036  -4.190
H  10.944  1.092  -3.075
H  9.224  1.155  -3.810
H  10.746  3.506  -3.880
H  11.215  4.068  -5.416
H  8.444  3.654  -4.241
H  9.112  4.989  -5.133
H  8.599  3.982  -7.153
H  7.370  3.475  -6.061
H  6.633  1.024  -6.495
H  7.429  1.256  -4.908
H  7.715  -0.117  -5.895
H  8.456  0.599  -8.446
H  9.208  2.150  -8.799
H  7.477  2.041  -8.463
H  11.011  0.043  -7.293
C  0.494  2.779  -9.742
O  0.226  3.600  -8.633
C  -0.937  4.443  -8.749
C  -1.391  5.075  -7.459
N  -2.076  6.315  -7.712
C  -2.676  6.896  -6.526
C  -3.609  8.049  -6.882
O  -2.880  9.244  -6.833
C  -3.422  10.395  -7.370
H  1.507  2.376  -9.712
H  0.508  3.228  -10.735
H  -0.090  1.861  -9.799
H  -1.773  3.785  -8.986
H  -0.892  5.007  -9.681
H  -0.545  5.468  -6.895
H  -1.973  4.316  -6.937
H  -1.442  7.055  -7.977
H  -1.901  7.230  -5.836
H  -3.288  6.089  -6.123
H  -4.373  8.074  -6.105
H  -4.077  7.937  -7.860
H  -4.313  10.540  -6.760
H  -3.604  10.202  -8.427
H  -2.870  11.327  -7.247
C  -9.049  5.065  -4.335
O  -8.312  4.372  -5.368
C  -8.807  3.067  -5.597
C  -7.990  2.524  -6.801
N  -8.255  1.085  -6.894
C  -7.717  0.209  -5.820
C  -6.161  0.176  -5.833
O  -5.811  -0.389  -7.112
C  -4.468  -0.829  -7.273
H  -8.837  4.474  -3.444
H  -10.113  5.166  -4.548
H  -8.589  6.047  -4.225
H  -9.867  3.051  -5.848
H  -8.527  2.469  -4.730
H  -6.937  2.704  -6.587
H  -8.327  3.086  -7.673
H  -8.123  0.693  -7.815
H  -8.155  -0.756  -6.073
H  -7.978  0.346  -4.771
H  -5.849  -0.594  -5.128
H  -5.654  1.134  -5.723
H  -3.798  0.018  -7.133
H  -4.359  -1.197  -8.294
H  -4.138  -1.578  -6.553
C  9.233  8.810  3.799
O  8.132  8.548  2.928
C  7.991  7.143  2.602
C  7.362  6.919  1.197
N  6.039  7.648  1.175
C  5.350  7.623  -0.113
C  4.074  8.461  -0.095
O  4.341  9.862  -0.087
C  3.207  10.687  0.255
H  9.332  9.855  4.093
H  10.212  8.591  3.373
H  9.036  8.091  4.594
H  7.502  6.637  3.435
H  8.947  6.620  2.615
H  7.165  5.866  0.997
H  7.970  7.302  0.377
H  6.215  8.598  1.469
H  5.043  6.627  -0.431
H  5.923  8.119  -0.897
H  3.473  8.274  0.795
H  3.335  8.213  -0.857
H  2.272  10.468  -0.259
H  3.398  11.746  0.082
H  3.043  10.614  1.330
C  -1.936  -9.473  6.498
O  -1.556  -10.126  7.665
C  -2.287  -11.356  7.730
C  -2.059  -11.955  9.077
N  -0.720  -12.571  9.034
C  0.085  -12.903  10.241
C  0.669  -11.712  10.995
O  1.139  -12.105  12.303
C  1.639  -11.030  13.052
H  -1.540  -10.036  5.652
H  -1.527  -8.463  6.468
H  -3.021  -9.376  6.502
H  -1.806  -11.935  6.941
H  -3.348  -11.166  7.571
H  -2.886  -12.626  9.310
H  -2.162  -11.182  9.838
H  -0.193  -11.980  8.407
H  0.993  -13.459  10.007
H  -0.509  -13.490  10.942
H  -0.100  -10.950  11.127
H  1.447  -11.169  10.458
H  1.952  -11.354  14.044
H  0.885  -10.265  13.236
H  2.522  -10.606  12.574
C  -0.376  4.591  11.976
O  -0.606  3.526  12.976
C  -1.838  2.804  12.865
C  -2.069  1.945  14.102
N  -2.304  2.789  15.284
C  -2.666  2.010  16.472
C  -2.318  2.774  17.753
O  -0.919  3.118  17.811
C  -0.382  3.775  18.970
H  0.652  4.464  11.637
H  -0.581  5.570  12.410
H  -0.996  4.457  11.090
H  -1.688  2.158  12.000
H  -2.684  3.489  12.806
H  -1.215  1.268  14.136
H  -2.977  1.356  13.974
H  -1.557  3.458  15.401
H  -2.216  1.023  16.581
H  -3.740  1.830  16.500
H  -2.502  1.900  18.378
H  -2.981  3.551  18.134
H  -1.233  4.288  19.418
H  0.399  4.494  18.723
H  0.090  3.004  19.579
C  2.098  -13.741  -13.803
O  1.485  -12.873  -12.847
C  0.446  -12.092  -13.494
C  0.001  -11.024  -12.588
N  1.168  -10.271  -12.082
C  0.738  -9.250  -11.052
C  1.744  -8.105  -10.855
O  1.315  -7.374  -9.739
C  2.326  -6.451  -9.235
H  3.063  -13.977  -13.353
H  2.365  -13.276  -14.752
H  1.492  -14.620  -14.018
H  -0.276  -12.872  -13.736
H  0.782  -11.665  -14.439
H  -0.610  -11.521  -11.834
H  -0.581  -10.386  -13.252
H  1.667  -10.953  -11.528
H  0.656  -9.955  -10.225
H  -0.259  -8.882  -11.294
H  1.894  -7.445  -11.710
H  2.732  -8.540  -10.709
H  3.220  -6.852  -8.758
H  1.808  -5.728  -8.605
H  2.601  -5.859  -10.109